Entry 1:
Here is a structure of composition C28H28As2CuNO2 in a non-equilibrium geometry from the Open Molecules 2025 dataset. Energies are from the ωB97M-V functional and the def2-TZVPD basis.

Structure (XYZ):
```
62
Properties=species:S:1:pos:R:3
Cu -0.082 1.687 -1.261
N 0.458 3.723 -1.808
C -0.678 4.115 -2.677
C -1.968 3.470 -2.134
O -2.887 4.196 -1.773
O -1.929 2.187 -2.106
H 0.422 4.274 -0.957
H 1.336 3.938 -2.263
H -0.483 3.700 -3.667
H -0.796 5.196 -2.750
C 2.307 0.131 0.278
C 1.262 -0.203 1.332
As -0.287 1.016 1.101
C -1.803 -0.179 1.283
C -2.934 0.109 0.529
C -4.076 -0.670 0.681
C -4.085 -1.733 1.569
C -2.947 -2.031 2.311
C -1.809 -1.252 2.171
C -0.324 1.970 2.786
C 0.066 1.402 3.995
C -0.046 2.125 5.173
C -0.552 3.418 5.154
C -0.948 3.988 3.954
C -0.834 3.266 2.774
As 1.808 -0.198 -1.626
C 0.252 -1.367 -1.477
C -0.908 -1.017 -2.157
C -2.038 -1.826 -2.075
C -2.007 -2.990 -1.328
C -0.838 -3.362 -0.672
C 0.286 -2.560 -0.753
C 3.066 -1.573 -2.192
C 3.066 -1.892 -3.547
C 3.882 -2.902 -4.035
C 4.714 -3.602 -3.172
C 4.723 -3.286 -1.822
C 3.902 -2.278 -1.333
H 3.282 -0.308 0.498
H 2.468 1.212 0.281
H 1.703 -0.036 2.315
H 0.896 -1.227 1.296
H -2.919 0.922 -0.193
H -4.959 -0.444 0.097
H -4.977 -2.336 1.684
H -2.950 -2.864 3.002
H -0.931 -1.486 2.763
H 0.451 0.390 4.033
H 0.257 1.676 6.110
H -0.639 3.978 6.075
H -1.348 4.993 3.933
H -1.153 3.714 1.839
H -0.969 -0.105 -2.744
H -2.942 -1.525 -2.588
H -2.891 -3.611 -1.254
H -0.809 -4.280 -0.097
H 1.202 -2.874 -0.263
H 2.423 -1.353 -4.234
H 3.869 -3.140 -5.090
H 5.353 -4.388 -3.553
H 5.367 -3.829 -1.141
H 3.923 -2.065 -0.271
```

- Electronic energy: -7401.03501 hartree
- Energy above the lowest of the compared OMol25 structures with the same formula, charge and spin: 0.000 eV
- HOMO energy: -8.140 eV
- Spin multiplicity: 1

natural (NBO) population analysis, charges in e, atoms 1 to 4:
1 Cu 0.80
2 N -0.89
3 C -0.34
4 C 0.75

Entry 2:
Here is a structure of composition C28H28As2F6N2O3PS2Sn in a non-equilibrium geometry from the Open Molecules 2025 dataset. Energies are from the ωB97M-V functional and the def2-TZVPD basis.

Structure (XYZ):
```
73
Properties=species:S:1:pos:R:3
Sn -0.755 0.428 -0.340
O -4.376 0.318 1.811
S -3.903 -0.256 0.605
O -4.100 0.491 -0.618
N -2.252 -0.618 0.596
C -2.049 -1.702 -0.194
O -1.012 -1.674 -0.890
C -3.188 -2.625 -0.146
C -3.247 -3.964 -0.478
C -4.458 -4.623 -0.286
C -5.568 -3.954 0.220
C -5.520 -2.594 0.531
C -4.321 -1.954 0.332
H -2.375 -4.481 -0.856
H -4.533 -5.675 -0.524
H -6.493 -4.494 0.370
H -6.386 -2.069 0.911
C -4.408 2.305 -3.168
As -3.169 3.085 -1.937
C -3.905 3.679 -0.278
C -2.626 4.692 -2.832
S -1.192 2.121 -1.967
H -5.156 3.067 -3.386
H -4.866 1.419 -2.750
H -3.856 2.059 -4.074
H -4.715 4.356 -0.550
H -3.130 4.215 0.266
H -4.270 2.850 0.317
H -3.511 5.313 -2.968
H -2.198 4.449 -3.803
H -1.894 5.225 -2.230
F -0.181 0.571 1.949
As -0.603 2.277 2.415
F -1.698 1.670 3.550
F -1.830 2.074 1.102
F -1.051 3.897 2.589
F 0.440 2.665 1.052
F 0.721 2.316 3.471
N 1.240 0.574 -0.625
P 2.569 -0.205 0.052
C 2.219 -1.190 1.495
C 1.357 -2.279 1.326
C 0.984 -3.032 2.425
C 1.465 -2.701 3.688
C 2.323 -1.625 3.852
C 2.714 -0.868 2.756
C 3.126 -1.295 -1.250
C 2.832 -1.001 -2.585
C 3.253 -1.874 -3.576
C 3.957 -3.022 -3.236
C 4.261 -3.298 -1.908
C 3.840 -2.444 -0.904
C 3.791 1.033 0.402
C 5.017 0.986 -0.266
C 6.016 1.875 0.097
C 5.783 2.816 1.090
C 4.557 2.870 1.742
C 3.548 1.990 1.395
H 1.007 -2.555 0.341
H 0.340 -3.892 2.297
H 1.182 -3.297 4.545
H 2.679 -1.359 4.838
H 3.387 -0.034 2.892
H 2.290 -0.101 -2.843
H 3.026 -1.658 -4.611
H 4.273 -3.706 -4.012
H 4.829 -4.182 -1.652
H 4.077 -2.661 0.130
H 5.194 0.262 -1.050
H 6.974 1.836 -0.403
H 6.555 3.532 1.341
H 4.380 3.605 2.516
H 2.589 2.049 1.890
```

- Electronic energy: -7841.36028 hartree
- Energy above the lowest of the compared OMol25 structures with the same formula, charge and spin: 0.779 eV
- HOMO energy (spin up / spin down): -14.310 / -14.305 eV
- Spin multiplicity: 2
- Charge: +2

Mulliken population analysis, charges in e, atoms 1 to 4:
1 Sn 1.75
2 O -0.60
3 S 1.04
4 O -0.57

Entry 3:
Here is a structure of composition C28H28AsN5O3PdS from the Open Molecules 2025 dataset. Energies are from the ωB97M-V functional and the def2-TZVPD basis.

Structure (XYZ):
```
67
Properties=species:S:1:pos:R:3
Pd 0.519 -0.636 0.909
C -5.106 -0.658 -0.544
C -4.590 -1.980 0.009
N -3.212 -2.237 -0.376
C -2.147 -1.686 0.228
S -0.583 -2.106 -0.413
N -2.392 -0.807 1.189
N -1.251 -0.230 1.639
C -1.323 0.693 2.538
C -2.628 1.118 3.121
C -0.028 1.265 2.954
C 0.102 2.260 3.908
C 1.370 2.722 4.235
C 2.474 2.178 3.609
C 2.274 1.187 2.658
N 1.063 0.750 2.343
H -6.146 -0.502 -0.253
H -5.046 -0.645 -1.634
H -4.509 0.166 -0.152
H -5.188 -2.809 -0.368
H -4.656 -1.987 1.097
H -3.016 -2.931 -1.076
H -3.394 1.089 2.348
H -2.577 2.119 3.542
H -2.938 0.425 3.907
H -0.771 2.670 4.392
H 1.486 3.501 4.976
H 3.477 2.506 3.837
H 3.096 0.727 2.129
O 1.153 -0.839 -2.717
As 0.014 0.270 -3.099
C -1.561 -0.593 -3.807
C -2.697 0.094 -4.220
C -3.794 -0.609 -4.697
C -3.753 -1.996 -4.763
C -2.615 -2.680 -4.357
C -1.516 -1.980 -3.877
C -0.645 1.440 -1.707
C -1.939 1.325 -1.213
C -2.375 2.179 -0.210
C -1.511 3.129 0.317
C -0.211 3.233 -0.165
C 0.220 2.397 -1.183
C 0.701 1.487 -4.425
C 1.956 1.201 -4.943
C 2.512 2.043 -5.897
C 1.814 3.162 -6.327
C 0.560 3.451 -5.801
C 0.004 2.615 -4.844
H -2.740 1.175 -4.160
H -4.680 -0.075 -5.017
H -4.608 -2.543 -5.140
H -2.581 -3.761 -4.419
H -0.618 -2.489 -3.548
H -2.608 0.567 -1.603
H -3.387 2.094 0.166
H -1.852 3.794 1.102
H 0.468 3.966 0.251
H 1.237 2.469 -1.547
H 2.483 0.326 -4.581
H 3.493 1.827 -6.301
H 2.249 3.818 -7.070
H 0.022 4.330 -6.131
H -0.963 2.857 -4.417
O 2.380 -1.146 0.247
N 3.038 -0.251 -0.397
O 2.453 0.799 -0.580
```

- Electronic energy: -4345.05741 hartree
- Energy above the lowest of the compared OMol25 structures with the same formula, charge and spin: 0.000 eV
- HOMO energy: -7.888 eV
- Spin multiplicity: 1

natural (NBO) population analysis, charges in e, atoms 1 to 4:
1 Pd 0.75
2 C -0.62
3 C -0.22
4 N -0.59

Entry 4:
Here is a structure of composition C28H28AuCl3N6O4S3 from the Open Molecules 2025 dataset. Energies are from the ωB97M-V functional and the def2-TZVPD basis.

Structure (XYZ):
```
73
Properties=species:S:1:pos:R:3
Au -0.268 -0.007 0.253
N 5.582 -5.447 -1.230
C 4.906 -4.299 -1.083
C 3.688 -4.091 -1.775
C 3.007 -2.915 -1.633
C 3.517 -1.914 -0.788
C 4.721 -2.105 -0.090
C 5.405 -3.278 -0.237
S 2.708 -0.428 -0.673
O 3.547 0.611 -0.169
O 1.841 -0.205 -1.791
N 1.497 -0.727 0.563
C 1.819 -0.766 1.934
N 3.065 -0.916 2.330
C 3.234 -1.017 3.649
C 2.177 -0.921 4.542
C 0.911 -0.731 4.008
N 0.727 -0.687 2.693
H 5.257 -6.167 -1.851
H 6.465 -5.593 -0.772
H 3.311 -4.862 -2.434
H 2.095 -2.741 -2.187
H 5.102 -1.317 0.543
H 6.343 -3.428 0.281
H 4.249 -1.168 3.994
H 2.332 -1.003 5.608
H 0.033 -0.639 4.633
Cl -6.634 1.192 -2.465
C -5.363 2.365 -2.306
C -4.220 2.254 -3.078
C -3.222 3.203 -2.922
C -3.333 4.253 -2.014
C -2.197 5.247 -1.917
C -1.502 5.277 -0.545
N -0.671 4.085 -0.336
C 0.704 4.038 -0.368
C 1.068 2.749 -0.160
N -0.094 2.021 -0.005
C -1.126 2.851 -0.119
O -2.671 6.536 -2.218
C -1.748 7.334 -2.974
C -1.461 6.738 -4.315
C -0.310 6.092 -4.656
Cl 1.066 5.841 -3.648
S -0.325 5.485 -6.257
C -1.910 6.089 -6.500
C -2.387 6.726 -5.402
C -4.506 4.336 -1.262
Cl -4.770 5.616 -0.126
C -5.521 3.400 -1.400
H -4.125 1.460 -3.807
H -2.334 3.142 -3.541
H -1.445 4.932 -2.648
H -2.213 5.360 0.273
H -0.840 6.141 -0.507
H 1.299 4.918 -0.538
H 2.047 2.306 -0.119
H -2.165 2.578 -0.067
H -0.819 7.479 -2.414
H -2.236 8.301 -3.073
H -2.393 5.958 -7.455
H -3.363 7.190 -5.353
H -6.429 3.497 -0.822
C -4.032 -1.441 -1.156
S -3.335 -0.801 0.349
C -4.675 0.224 0.905
O -2.293 0.240 -0.158
H -4.865 -2.093 -0.896
H -3.255 -2.018 -1.655
H -4.363 -0.606 -1.772
H -5.502 -0.432 1.178
H -4.961 0.902 0.102
H -4.333 0.765 1.785
```

- Electronic energy: -4423.49612 hartree
- Energy above the lowest of the compared OMol25 structures with the same formula, charge and spin: 1.048 eV
- HOMO energy (spin up / spin down): -12.645 / -12.645 eV
- Spin multiplicity: 1
- Charge: +2

Mulliken population analysis, charges in e, atoms 1 to 4:
1 Au 0.66
2 N -0.43
3 C 1.20
4 C -0.87

Entry 5:
Here is a structure of composition C28H28AuClN5O4S in a non-equilibrium geometry from the Open Molecules 2025 dataset. Energies are from the ωB97M-V functional and the def2-TZVPD basis.

Structure (XYZ):
```
68
Properties=species:S:1:pos:R:3
Au 0.287 0.590 -1.001
Cl -1.495 2.064 -0.736
O 3.224 0.761 -1.148
H 3.522 0.484 -0.274
H 3.530 0.087 -1.763
C -3.697 -2.879 4.263
C -2.965 -3.968 3.488
N -2.273 -3.452 2.300
C -0.821 -3.324 2.370
C -0.361 -2.257 3.359
C -3.042 -3.180 1.227
O -4.240 -3.407 1.192
C -2.424 -2.573 -0.009
C -2.765 -3.119 -1.245
C -2.362 -2.493 -2.411
C -1.631 -1.324 -2.323
N -1.298 -0.821 -1.134
C -1.694 -1.405 0.006
H -4.205 -3.321 5.120
H -4.446 -2.407 3.628
H -3.008 -2.117 4.628
H -3.693 -4.704 3.149
H -2.224 -4.458 4.119
H -0.435 -3.105 1.376
H -0.413 -4.293 2.671
H -0.898 -1.320 3.196
H 0.703 -2.068 3.221
H -0.529 -2.576 4.387
H -3.362 -4.021 -1.275
H -2.619 -2.891 -3.381
H -1.308 -0.789 -3.201
H -1.427 -0.909 0.930
S 2.530 6.833 -0.971
C 2.047 5.114 -0.967
C 1.856 4.434 -2.164
C 1.464 3.113 -2.125
N 1.273 2.478 -0.968
C 1.486 3.106 0.189
C 1.881 4.426 0.230
C 0.876 7.529 -0.967
C 0.239 7.790 0.235
C -1.039 8.335 0.186
N -1.659 8.615 -0.955
C -1.035 8.369 -2.102
C 0.243 7.825 -2.163
H 2.013 4.927 -3.113
H 1.298 2.548 -3.032
H 1.329 2.537 1.095
H 2.056 4.911 1.179
H 0.720 7.587 1.182
H -1.586 8.551 1.096
H -1.580 8.611 -3.007
H 0.726 7.650 -3.114
O 0.992 -1.751 -3.252
C 1.363 -2.049 -2.138
N 1.295 -1.222 -1.033
C 1.773 -1.836 0.105
O 1.824 -1.317 1.200
C 2.185 -3.217 -0.297
C 2.701 -4.259 0.442
C 2.969 -5.450 -0.232
C 2.731 -5.574 -1.597
C 2.216 -4.512 -2.338
C 1.946 -3.343 -1.662
H 2.884 -4.157 1.504
H 3.370 -6.293 0.314
H 2.948 -6.514 -2.086
H 2.035 -4.601 -3.401
```

- Electronic energy: -2652.39482 hartree
- Energy above the lowest of the compared OMol25 structures with the same formula, charge and spin: 2.008 eV
- HOMO energy: -11.818 eV
- Spin multiplicity: 1
- Charge: +1

natural (NBO) population analysis, charges in e, atoms 1 to 4:
1 Au 1.32
2 Cl -0.41
3 O -0.96
4 H 0.49

Entry 6:
Here is a structure of composition C28H28Cl2IrN6O2S5 in a non-equilibrium geometry from the Open Molecules 2025 dataset. Energies are from the ωB97M-V functional and the def2-TZVPD basis.

Structure (XYZ):
```
72
Properties=species:S:1:pos:R:3
Ir 0.169 0.422 0.267
S 1.034 -0.021 7.455
C 2.698 0.014 7.789
C 3.467 -0.066 6.656
C 2.705 -0.147 5.492
C 1.344 -0.133 5.740
C 0.274 -0.141 4.790
C 0.567 -0.222 3.410
N -0.334 -0.120 2.466
C -1.636 0.011 2.804
C -2.054 0.009 4.159
C -3.451 0.095 4.448
C -4.374 0.163 3.459
C -3.982 0.169 2.084
C -4.889 0.192 1.024
C -4.431 0.198 -0.293
C -3.029 0.254 -0.484
N -2.163 0.210 0.493
C -2.600 0.130 1.767
C -5.312 0.154 -1.423
C -4.972 0.062 -2.761
C -6.083 -0.002 -3.602
C -7.270 0.043 -2.916
S -7.051 0.164 -1.235
C -1.071 -0.048 5.149
H 3.033 0.101 8.805
H 4.540 -0.057 6.670
H 3.150 -0.208 4.516
H 1.588 -0.380 3.096
H -3.750 0.099 5.485
H -5.430 0.224 3.684
H -5.948 0.192 1.229
H -2.623 0.344 -1.478
H -3.962 0.036 -3.124
H -6.022 -0.082 -4.672
H -8.262 0.005 -3.325
H -1.351 -0.012 6.193
N 0.081 -2.033 -0.013
C -0.479 -2.365 -1.313
C -0.142 -3.773 -1.832
C 1.338 -4.178 -1.912
C 2.034 -3.902 -3.256
N 2.305 -2.499 -3.507
C 3.178 -1.739 -2.863
N 4.124 -2.274 -2.083
N 3.127 -0.416 -3.016
C -0.058 -1.272 -2.360
O -0.223 -1.517 -3.542
O 0.443 -0.222 -1.880
H 1.072 -2.265 0.011
H -0.382 -2.532 0.739
H -1.570 -2.283 -1.249
H -0.588 -3.848 -2.824
H -0.656 -4.486 -1.184
H 1.384 -5.258 -1.761
H 1.915 -3.723 -1.104
H 1.399 -4.248 -4.073
H 2.964 -4.476 -3.299
H 1.559 -2.021 -4.010
H 4.327 -3.257 -2.134
H 4.819 -1.688 -1.652
H 2.286 0.021 -3.365
H 3.776 0.172 -2.520
S 4.513 1.339 2.177
C 3.102 1.089 1.331
S 2.831 -0.295 0.375
S 1.790 2.192 1.331
Cl -1.603 4.133 0.855
C -0.408 4.123 -0.453
Cl -0.421 2.549 -1.254
H 0.584 4.290 -0.030
H -0.657 4.881 -1.197
```

- Electronic energy: -4577.97870 hartree
- Energy above the lowest of the compared OMol25 structures with the same formula, charge and spin: 4.697 eV
- HOMO energy (spin up / spin down): -12.500 / -12.501 eV
- Spin multiplicity: 2
- Charge: +2

Mulliken population analysis, charges in e, atoms 1 to 4:
1 Ir 2.18
2 S -0.18
3 C -0.36
4 C -0.62

Entry 7:
Here is a structure of composition C28H28Cl2IrN6O2S5 from the Open Molecules 2025 dataset. Energies are from the ωB97M-V functional and the def2-TZVPD basis.

Structure (XYZ):
```
72
Properties=species:S:1:pos:R:3
Ir 1.297 0.088 -0.407
S -3.911 1.977 -2.249
C -5.437 2.117 -2.997
C -5.915 0.911 -3.406
C -5.024 -0.149 -3.110
C -3.883 0.269 -2.479
C -2.749 -0.549 -2.048
C -1.568 0.064 -1.582
N -0.512 -0.626 -1.202
C -0.530 -1.979 -1.263
C -1.648 -2.680 -1.715
C -1.575 -4.114 -1.781
C -0.439 -4.767 -1.454
C 0.734 -4.056 -1.022
C 1.965 -4.675 -0.757
C 3.071 -3.920 -0.412
C 2.890 -2.527 -0.287
N 1.727 -1.926 -0.485
C 0.659 -2.670 -0.889
C 4.388 -4.507 -0.181
C 4.777 -5.802 -0.402
C 6.133 -6.034 -0.076
C 6.753 -4.913 0.386
S 5.704 -3.572 0.427
C -2.771 -1.932 -2.097
H -5.900 3.085 -3.103
H -6.862 0.784 -3.908
H -5.224 -1.177 -3.378
H -1.460 1.141 -1.549
H -2.446 -4.660 -2.118
H -0.385 -5.846 -1.529
H 2.041 -5.751 -0.848
H 3.708 -1.883 0.005
H 4.126 -6.570 -0.796
H 6.627 -6.988 -0.182
H 7.777 -4.804 0.706
H -3.653 -2.454 -2.444
N 0.465 0.075 1.596
C 0.574 1.474 2.094
C -0.243 1.732 3.366
C 0.358 2.839 4.266
C -0.646 3.865 4.803
N -1.150 4.652 3.682
C -2.306 5.276 3.627
N -2.784 5.646 2.433
N -3.007 5.529 4.740
C 0.249 2.421 0.918
O -0.319 3.489 1.100
O 0.526 1.971 -0.255
H -0.506 -0.234 1.613
H 0.975 -0.539 2.226
H 1.635 1.628 2.307
H -0.287 0.804 3.938
H -1.271 1.974 3.082
H 1.132 3.390 3.722
H 0.861 2.384 5.118
H -0.139 4.519 5.515
H -1.478 3.376 5.319
H -0.699 4.464 2.772
H -2.280 5.373 1.603
H -3.506 6.341 2.351
H -2.564 5.466 5.641
H -3.910 5.969 4.697
S 5.260 1.113 -2.215
C 3.860 0.788 -1.445
S 3.453 0.738 0.224
S 2.388 0.579 -2.314
Cl 0.490 2.441 -4.812
C 0.647 0.762 -5.314
Cl -0.109 -0.337 -4.134
H 1.699 0.509 -5.371
H 0.146 0.621 -6.263
```

- Electronic energy: -4578.13714 hartree
- Energy above the lowest of the compared OMol25 structures with the same formula, charge and spin: 0.386 eV
- HOMO energy (spin up / spin down): -12.452 / -12.451 eV
- Spin multiplicity: 2
- Charge: +2

Mulliken population analysis, charges in e, atoms 1 to 4:
1 Ir 2.50
2 S -0.09
3 C -0.38
4 C -0.63